Entry 1:
51
Properties=species:S:1:pos:R:3:lowdin_charge:R:1 method="wB97M-V/def2-TZVPD" s_squared=6.03 multiplicity=5 largest_force_ev_per_a=2.934 orbital_gap_ev="6.139 / 5.012" total_charge=+2
C 1.851 -1.196 -4.281 -0.037
C 0.969 -0.142 -4.136 -0.030
C 0.368 0.197 -2.901 -0.275
C 0.768 -0.555 -1.785 -0.125
C 1.578 -1.668 -1.921 -0.337
C 2.171 -1.971 -3.161 -0.008
C -0.465 1.431 -2.900 -0.120
C -1.945 1.469 -2.367 -0.115
N -2.427 0.333 -1.632 -0.100
Pd 0.656 -0.189 0.394 0.213
C 1.923 -2.517 -0.738 -0.285
P 0.549 -2.463 0.505 0.772
H 0.727 0.459 -5.034 0.131
H 2.862 -2.800 -3.223 0.122
H 2.306 -1.453 -5.262 0.136
H 2.801 -2.191 -0.178 0.098
H 2.017 -3.579 -0.982 0.105
H 0.089 2.237 -2.415 0.101
H -0.581 1.746 -3.947 0.121
H -1.956 2.319 -1.656 0.107
C 1.054 -2.944 2.155 -0.239
C -0.702 -3.594 -0.144 -0.238
H -2.630 1.655 -3.206 0.165
C -2.597 -0.932 -2.294 0.014
C -3.273 0.584 -0.494 -0.008
H 1.196 0.466 1.741 -0.067
H -3.475 -0.929 -2.932 0.135
H -1.698 -1.200 -2.854 0.105
H -2.692 -1.715 -1.532 0.101
H -4.300 0.795 -0.793 0.136
H -3.226 -0.279 0.183 0.113
H -2.847 1.412 0.095 0.070
H -0.278 -4.605 -0.007 0.066
H -1.620 -3.474 0.447 0.054
H -0.893 -3.416 -1.218 0.053
H 1.329 -4.005 2.081 0.066
H 1.901 -2.313 2.469 0.057
H 0.172 -2.793 2.795 0.062
H 0.190 0.306 1.959 -0.003
Te 0.131 2.304 0.876 1.300
C 0.701 2.845 2.850 -0.558
C 0.479 4.176 3.262 -0.115
C 0.637 4.470 4.636 -0.021
C 1.042 3.447 5.537 -0.013
C 1.291 2.145 5.071 -0.037
C 1.141 1.850 3.715 -0.166
H 0.182 4.920 2.538 0.095
H 0.439 5.464 4.993 0.114
H 1.156 3.680 6.595 0.124
H 1.593 1.356 5.755 0.121
H 1.337 0.857 3.341 0.039

***

Entry 2:
18
Properties=species:S:1:pos:R:3:lowdin_charge:R:1 method="wB97M-V/def2-TZVPD" multiplicity=1 largest_force_ev_per_a=3.901 orbital_gap_ev=7.234 relative_energy_ev=1.082 total_charge=-1
C -1.492 1.318 0.879 -0.328
C -0.659 2.606 0.699 -0.129
C -0.691 0.102 0.360 -0.143
H -1.753 1.124 1.915 0.082
H -2.400 1.393 0.299 0.078
H 0.235 2.591 1.335 0.076
H -1.203 3.467 1.041 0.041
H -0.405 0.452 -0.642 0.062
H 0.264 -0.110 0.847 0.049
H -0.404 2.750 -0.343 0.064
H -1.448 -0.735 0.101 0.092
C 0.994 -2.620 -1.048 -0.062
C 2.088 -1.590 -0.913 -0.791
O 3.057 -1.512 -1.688 -0.098
O 2.043 -0.872 0.151 -0.158
H 0.395 -2.663 -0.131 0.047
H 1.164 -3.661 -1.262 0.049
H 0.214 -2.040 -1.598 0.070

***

Energy
In order: -1531.95831; -347.60991
Unit: hartree